The following is a DFT calculation (ωB97M-V/def2-TZVPD) of a single C11H11NO2S molecule.

Structure (XYZ):
```
26
Properties=species:S:1:pos:R:3:forces:R:3:mulliken_charge:R:1
C -3.141 -0.163 -0.675 1.16 -1.67 1.33 -0.453
C -2.282 -1.152 -0.064 -2.27 -1.24 -2.44 -0.584
C -3.042 1.143 -0.343 1.46 2.19 1.30 -0.322
C -1.151 -0.786 0.502 3.28 2.17 2.58 -0.402
C -1.917 1.625 0.479 -2.15 -6.21 -2.18 -0.859
C -0.942 0.623 0.804 -2.43 0.97 -1.22 0.717
C 1.056 -0.861 -1.003 -1.06 -1.01 -2.77 -0.665
C 0.671 0.016 -1.942 0.06 0.51 1.11 -0.272
C 1.612 0.327 1.069 -0.07 -0.57 -1.41 1.003
C 0.294 1.083 1.203 2.93 -0.45 -0.78 -0.107
C 3.048 -1.404 0.228 1.41 2.35 -1.49 -1.121
N 1.750 -0.698 0.142 1.93 1.09 3.75 0.221
O 2.551 0.703 1.748 -0.06 0.05 0.69 -0.675
O 0.514 2.242 1.748 -2.41 0.91 0.13 -0.493
S 0.748 1.699 -1.849 0.20 0.91 0.86 -0.234
H -3.829 -0.516 -1.401 -0.87 -0.14 -0.31 0.459
H -2.494 -2.218 -0.281 0.19 0.79 0.16 0.338
H -3.788 1.846 -0.741 0.58 -0.15 0.21 0.350
H -0.247 -1.358 0.864 -1.91 -0.17 -0.49 0.430
H -1.848 2.608 0.656 0.65 3.37 0.83 0.533
H 0.903 -1.891 -1.241 -0.23 -0.68 -0.14 0.382
H 0.067 -0.314 -2.752 -0.16 -0.80 -0.72 0.372
H 3.843 -0.759 -0.371 -1.36 -1.34 1.49 0.303
H 3.410 -1.694 1.208 -0.27 0.71 0.33 0.325
H 2.936 -2.301 -0.295 -0.25 -1.39 -1.07 0.387
H 1.279 2.201 2.307 1.64 -0.19 0.25 0.366
```
Positions in Å, forces in eV/Å.

- HOMO-LUMO gap (spin up / spin down): 0.21566 / 0.17708 hartree
- LUMO energy (spin up / spin down): -1.42 / -2.13 eV



The following is a DFT calculation (ωB97M-V/def2-TZVPD) of a molecular structure, C33H59CoN2O2P2.

Structure (XYZ):
```
99
Properties=species:S:1:pos:R:3:forces:R:3:mulliken_charge:R:1
C 2.573 -1.300 -1.186 -0.01 0.20 -0.27 -0.180
C 1.498 0.539 -2.197 0.14 -0.23 0.24 -0.278
C 3.443 -1.402 -2.271 -0.03 -0.23 0.02 -0.831
C 2.311 0.454 -3.325 0.01 -0.23 0.02 -0.562
C 3.293 -0.544 -3.360 -0.32 0.22 0.49 -1.209
H 4.191 -2.188 -2.266 -0.04 0.07 -0.14 0.586
H 2.164 1.125 -4.171 0.02 -0.13 0.21 0.541
H 3.918 -0.662 -4.237 0.02 0.05 0.09 0.478
N 1.671 -0.320 -1.177 -0.39 -0.07 -0.01 1.714
P 0.837 -2.375 0.766 0.31 -1.64 -0.20 -0.863
P 0.183 2.219 -0.268 0.12 0.29 -0.98 -0.890
C 2.524 -2.290 -0.028 0.29 -0.08 0.10 -1.792
H 2.827 -3.289 -0.376 0.05 0.32 0.08 0.725
H 3.234 -1.985 0.760 -0.13 -0.08 -0.27 0.624
C 0.308 1.453 -2.030 -0.79 0.43 0.37 -0.680
H 0.333 2.268 -2.764 -0.13 -0.45 -0.04 1.324
C -1.410 3.279 -0.316 0.00 0.06 -0.21 2.633
C 1.670 3.387 -0.095 -0.37 0.05 -0.15 2.641
C -0.145 -3.491 -0.419 0.17 -0.20 0.32 2.485
C 1.121 -3.323 2.424 0.20 -0.17 -0.31 2.642
C -2.583 2.464 0.266 -0.28 -0.19 0.14 -1.601
H -2.698 2.587 1.351 0.24 0.01 -0.39 0.293
H -3.510 2.833 -0.201 0.21 -0.11 0.20 0.425
H -2.497 1.392 0.051 -0.11 0.33 0.08 0.128
C -1.256 4.558 0.518 -0.07 0.14 0.12 -1.813
H -0.975 4.341 1.556 -0.04 0.05 -0.24 0.259
H -0.547 5.275 0.088 -0.16 -0.25 0.12 0.255
H -2.232 5.065 0.548 0.15 -0.19 -0.02 0.556
C -1.823 3.668 -1.750 -0.13 0.10 -0.16 -1.444
H -2.615 4.434 -1.675 0.22 -0.29 -0.01 0.650
H -1.023 4.108 -2.361 -0.25 -0.19 0.19 0.097
H -2.259 2.807 -2.277 0.22 0.37 0.21 0.245
C 1.659 3.943 1.358 0.19 0.00 0.10 -1.648
H 1.119 3.283 2.052 0.13 0.19 -0.11 0.167
H 2.691 4.020 1.728 -0.23 -0.05 -0.08 0.446
H 1.226 4.947 1.415 0.03 -0.34 -0.02 0.406
C 3.000 2.644 -0.327 0.06 -0.14 0.07 -2.017
H 3.080 1.721 0.254 0.05 0.15 -0.16 0.096
H 3.161 2.424 -1.388 -0.04 -0.05 0.21 0.408
H 3.817 3.304 0.007 -0.25 -0.16 -0.19 0.759
C 1.574 4.505 -1.159 0.41 0.30 -0.19 -1.593
H 0.816 4.313 -1.928 0.22 0.14 0.24 0.198
H 1.380 5.484 -0.704 -0.05 -0.22 -0.19 0.398
H 2.532 4.586 -1.690 -0.21 0.07 0.12 0.420
C -0.219 -3.727 3.061 -0.18 0.07 0.17 -1.410
H -0.001 -4.316 3.970 -0.06 0.19 -0.32 0.536
H -0.853 -2.884 3.366 0.22 -0.24 -0.14 -0.060
H -0.800 -4.368 2.382 0.13 0.23 0.29 0.213
C 1.976 -2.467 3.376 -0.14 0.30 0.13 -1.595
H 2.937 -2.194 2.917 -0.23 -0.05 0.17 0.334
H 1.477 -1.557 3.717 0.17 -0.16 -0.20 0.126
H 2.201 -3.060 4.278 -0.09 0.15 -0.32 0.642
C 1.920 -4.626 2.227 0.14 -0.27 0.10 -1.491
H 2.699 -4.532 1.464 -0.09 -0.17 0.17 0.162
H 2.412 -4.865 3.181 -0.04 0.07 -0.26 0.552
H 1.270 -5.478 2.007 0.31 0.24 -0.12 0.366
C 0.224 -3.191 -1.878 0.01 0.35 -0.10 -1.515
H 1.260 -3.470 -2.114 -0.26 -0.03 0.06 0.254
H -0.438 -3.776 -2.535 0.17 0.14 0.20 0.670
H 0.085 -2.133 -2.125 0.03 -0.30 0.05 -0.227
C -1.644 -3.197 -0.165 -0.25 -0.13 -0.08 -1.518
H -2.039 -2.495 -0.914 0.12 -0.27 0.32 0.159
H -2.210 -4.143 -0.210 0.10 0.36 -0.01 0.562
H -1.834 -2.736 0.819 0.04 -0.22 -0.27 0.129
C 0.149 -4.985 -0.214 -0.15 -0.14 -0.19 -1.821
H 1.224 -5.203 -0.290 -0.35 -0.02 0.09 0.288
H -0.258 -5.371 0.727 0.21 0.06 -0.30 0.402
H -0.353 -5.528 -1.028 0.12 0.08 0.20 0.559
Co 0.178 -0.232 0.275 -2.68 -1.57 -2.25 -0.267
C 1.230 0.393 1.453 5.67 2.99 5.91 0.677
O 2.087 0.756 2.176 -2.72 -1.21 -2.34 -0.480
N -1.193 -0.225 -1.028 0.12 1.15 -0.65 -0.008
C -1.001 0.485 -2.051 0.34 0.17 -0.36 -0.354
C -1.862 0.350 -3.356 0.57 0.21 0.89 2.022
C -1.431 1.356 -4.397 0.04 0.33 -0.33 -1.815
C -1.569 -1.028 -3.928 0.02 -0.46 -0.06 -1.878
C -3.355 0.495 -3.006 -0.21 -0.08 0.08 -1.693
H -1.572 2.387 -4.069 0.07 -0.05 -0.13 0.278
H -0.379 1.200 -4.653 -0.07 0.11 -0.13 0.246
H -2.027 1.212 -5.299 0.06 0.02 -0.05 0.543
H -1.861 -1.817 -3.228 0.01 0.11 -0.11 0.319
H -2.121 -1.171 -4.863 0.05 0.02 0.11 0.530
H -0.498 -1.132 -4.142 -0.15 -0.07 -0.02 0.301
H -3.848 1.189 -3.696 0.03 -0.16 0.10 0.358
H -3.843 -0.480 -3.088 -0.08 0.17 0.02 0.410
H -3.525 0.850 -1.982 0.10 -0.06 -0.26 0.313
C -2.172 0.846 4.946 0.97 0.05 0.09 -0.871
C -1.607 -0.545 4.632 -0.56 -0.16 -0.40 -0.739
C -0.663 -0.235 3.470 0.64 -0.13 0.38 1.015
O -1.111 0.951 2.805 -0.39 -0.01 0.54 -0.099
C -2.161 1.543 3.591 -0.65 0.26 -0.01 -0.724
H -3.139 0.828 5.426 -0.30 0.01 0.00 0.419
H -1.474 1.358 5.619 -0.14 -0.03 -0.05 0.288
H -2.410 -1.233 4.312 0.26 0.26 0.14 0.392
H -1.091 -0.990 5.492 -0.10 0.06 -0.29 0.380
H 0.338 -0.043 3.887 -0.23 0.10 -0.12 0.052
H -0.541 -1.041 2.723 -0.34 0.41 0.42 -0.872
H -3.118 1.380 3.077 0.11 -0.03 0.00 0.478
H -2.030 2.637 3.686 0.23 -0.49 -0.16 0.263
```
Positions in Å, forces in eV/Å.

- Total charge: +1
- Spin multiplicity: 4
- HOMO-LUMO gap (spin up / spin down): 0.26100 / 0.26513 hartree
- LUMO energy (spin up / spin down): -2.31 / -3.83 eV



The following is a DFT calculation (ωB97M-V/def2-TZVPD) of a gas-phase ion, C5H6N (charge +1).

Structure (XYZ):
```
12
Properties=species:S:1:pos:R:3:forces:R:3:mulliken_charge:R:1
C -3.028 0.967 -0.469 -5.32 0.28 -1.85 0.178
C -2.028 0.434 -0.151 1.39 -0.50 0.57 -0.269
C -1.103 -0.478 0.670 0.86 -1.48 -1.05 0.131
C 0.000 -0.357 -0.261 1.48 0.19 -0.39 0.125
C 1.486 -0.251 0.214 -1.37 1.11 1.38 -1.162
N -0.825 0.824 0.358 3.43 1.18 0.90 -0.271
H -4.017 1.099 -0.811 -0.55 0.78 -0.35 0.441
H -1.580 -1.121 1.341 -0.41 -0.39 1.75 0.442
H -0.241 -0.686 -1.301 0.44 0.85 0.82 0.373
H 1.615 -0.883 1.114 0.18 0.27 -0.55 0.331
H 1.778 0.843 0.524 -0.81 -2.05 -0.79 0.333
H 2.097 -0.586 -0.588 0.69 -0.25 -0.46 0.346
```
Positions in Å, forces in eV/Å.

- Total charge: +1
- HOMO-LUMO gap: 0.32342 hartree
- LUMO energy: -7.17 eV



Number 1: maximum force 0.1346 Eh/bohr. Number 2: maximum force 0.1696 Eh/bohr. Number 3: maximum force 0.1097 Eh/bohr.